No. 1
{
  "formula": "C21H10IrN5O9",
  "method": "ωB97M-V/def2-TZVPD",
  "charge": 0,
  "spin_multiplicity": 1,
  "homo_ev": -9.42,
  "symbols": ["Ir", "O", "C", "O", "C", "C", "C", "C", "C", "C", "O", "N", "O", "O", "N", "O", "O", "H", "H", "N", "C", "C", "C", "C", "C", "N", "C", "H", "H", "H", "H", "O", "C", "N", "C", "O", "C", "C", "C", "C", "C", "C", "H", "H", "H", "H"],
  "coordinates": [[0.714736, -0.773962, -1.286632], [4.659655, -0.130478, -0.512287], [3.534219, -0.520530, -0.314303], [2.724169, -0.843444, -1.305027], [3.015143, -0.742552, 1.083601], [3.931636, -1.071665, 2.066328], [3.494100, -1.281331, 3.359716], [2.169160, -1.143843, 3.713478], [1.262708, -0.772731, 2.742877], [1.659106, -0.565957, 1.408602], [0.756688, -0.136630, 0.534469], [-0.127685, -0.564744, 3.202353], [-0.861858, 0.126839, 2.530433], [-0.454822, -1.137862, 4.222437], [4.469655, -1.637373, 4.402710], [5.619342, -1.804717, 4.053810], [4.060606, -1.738278, 5.541097], [4.977767, -1.158083, 1.810034], [1.840834, -1.303959, 4.728408], [3.981988, 4.320692, -2.929217], [3.034630, 3.778899, -2.574508], [1.829278, 3.136044, -2.127807], [0.748041, 3.887064, -1.681756], [-0.399256, 3.229189, -1.288346], [-0.435263, 1.851149, -1.328149], [0.622995, 1.129038, -1.740314], [1.746913, 1.754066, -2.136511], [0.816154, 4.965656, -1.648331], [-1.265614, 3.770279, -0.938716], [-1.308099, 1.296812, -1.030015], [2.566475, 1.132195, -2.466486], [-1.599281, -2.270555, 0.601505], [-2.038722, -1.705241, -0.366647], [-1.258016, -1.188705, -1.410432], [-2.068316, -0.661020, -2.404213], [-1.646320, -0.117085, -3.404618], [-3.487043, -0.857804, -1.982872], [-4.670494, -0.509516, -2.601583], [-5.849432, -0.784832, -1.915265], [-5.828899, -1.387735, -0.658717], [-4.629341, -1.742560, -0.048487], [-3.467750, -1.463266, -0.737316], [-4.674526, -0.042447, -3.577411], [-6.800577, -0.526578, -2.361810], [-6.764104, -1.580680, -0.149787], [-4.600568, -2.211764, 0.925707]],
  "atomic_forces_ev_per_a": [[0.3, -1.0, 0.0], [0.0, 0.0, 0.2], [-0.1, -0.2, -0.2], [0.1, 0.3, -0.1], [0.0, 0.1, 0.0], [0.0, 0.0, 0.0], [0.1, 0.0, 0.0], [0.0, 0.1, 0.0], [0.0, 0.1, 0.3], [-0.1, 0.1, -0.1], [-0.3, 0.0, 0.3], [-0.1, -0.4, -0.4], [0.1, 0.2, 0.2], [0.1, 0.1, 0.0], [0.0, 0.0, -0.1], [0.0, 0.0, 0.0], [0.0, 0.0, 0.0], [0.0, 0.0, 0.0], [0.0, 0.0, 0.0], [0.0, 0.0, 0.0], [0.0, 0.0, 0.0], [0.0, 0.0, -0.1], [0.0, 0.1, 0.0], [0.0, 0.0, 0.0], [0.1, 0.0, -0.1], [0.1, 0.5, 0.2], [-0.2, -0.1, -0.2], [0.0, 0.0, 0.0], [0.0, 0.0, 0.0], [0.0, 0.0, 0.2], [0.0, 0.0, 0.1], [0.1, 0.1, 0.1], [0.1, -0.2, -0.2], [-0.3, 0.6, -0.1], [0.0, -0.1, 0.0], [0.0, 0.0, 0.0], [0.0, 0.0, 0.0], [0.0, 0.0, 0.0], [0.0, 0.0, 0.0], [0.0, 0.0, 0.0], [0.0, 0.0, 0.0], [0.0, 0.0, 0.1], [0.0, 0.0, 0.0], [0.0, 0.0, 0.0], [0.0, 0.0, 0.0], [0.0, 0.0, 0.0]]
}

***

No. 2
{
  "formula": "C21H11BrN13O2SSm",
  "method": "ωB97M-V/def2-TZVPD",
  "charge": 0,
  "spin_multiplicity": 6,
  "homo_ev": [-9.24, -9.24],
  "symbols": ["Sm", "S", "N", "C", "C", "C", "C", "C", "N", "C", "C", "N", "C", "C", "C", "C", "C", "N", "H", "H", "H", "H", "H", "H", "N", "C", "N", "N", "N", "N", "C", "N", "N", "N", "N", "H", "Br", "C", "C", "C", "C", "C", "C", "C", "O", "O", "H", "H", "H", "H"],
  "coordinates": [[1.287078, -0.608609, 1.093171], [-6.964152, -0.360630, 0.484154], [-5.933826, -1.597265, 0.544118], [-4.720178, -1.084464, 0.612954], [-3.487833, -1.830065, 0.675516], [-3.448348, -3.224568, 0.622980], [-2.224753, -3.844518, 0.660361], [-1.075011, -3.065072, 0.761642], [-1.092599, -1.739212, 0.830452], [-2.283860, -1.117566, 0.777466], [-2.279093, 0.347946, 0.803308], [-1.085049, 0.958614, 0.910836], [-1.061201, 2.284474, 0.910165], [-2.197580, 3.079167, 0.778536], [-3.423542, 2.469926, 0.672826], [-3.474925, 1.074971, 0.698226], [-4.713751, 0.341585, 0.616559], [-5.922552, 0.866155, 0.550711], [-4.375325, -3.777118, 0.547564], [-2.137888, -4.920528, 0.608286], [-0.101783, -3.529387, 0.792120], [-0.087088, 2.741056, 1.017216], [-2.100235, 4.155288, 0.758220], [-4.342544, 3.031508, 0.572731], [3.460988, -3.223513, 0.564225], [2.948466, -2.635043, 1.738866], [3.515410, -1.625293, 2.412161], [2.552742, -1.132589, 3.172396], [1.443304, -1.826957, 2.995579], [1.666249, -2.786900, 2.094149], [2.930544, -2.492698, -0.520491], [3.586850, -1.967465, -1.538641], [2.705179, -1.166423, -2.139685], [1.562528, -1.207584, -1.531687], [1.647092, -2.096777, -0.511072], [4.471952, -3.227044, 0.534788], [-0.323441, 3.340970, -3.629041], [1.349818, 3.014997, -2.797339], [2.520729, 3.482920, -3.367472], [3.726137, 3.218737, -2.734108], [3.761037, 2.504866, -1.546818], [2.575489, 2.062228, -0.980933], [1.360221, 2.306257, -1.611758], [2.550543, 1.250483, 0.277140], [3.266896, 0.233779, 0.390003], [1.680739, 1.520306, 1.163804], [2.496026, 4.037096, -4.295274], [4.650285, 3.560170, -3.181295], [4.699723, 2.286045, -1.055338], [0.440530, 1.917746, -1.202278]],
  "atomic_forces_ev_per_a": [[-3.9, 0.4, 0.1], [-0.1, 0.0, 0.0], [-0.1, -0.2, 0.0], [-0.1, 0.5, 0.0], [0.3, 0.0, 0.0], [0.0, 0.1, 0.0], [-0.1, -0.1, 0.0], [0.0, -0.1, 0.0], [-0.1, -0.2, 0.0], [-0.1, -0.2, 0.0], [-0.1, 0.3, 0.0], [0.1, -0.1, 0.0], [0.0, 0.1, 0.1], [-0.1, 0.0, 0.0], [0.1, -0.1, 0.0], [0.3, 0.0, 0.0], [-0.1, -0.4, 0.0], [-0.1, 0.2, 0.0], [0.0, 0.0, 0.0], [0.0, 0.0, 0.0], [0.0, 0.0, 0.0], [0.0, 0.0, 0.0], [0.0, 0.0, 0.0], [0.0, 0.0, 0.0], [0.0, 0.0, 0.1], [-0.1, -0.1, 0.1], [0.2, -0.2, -0.1], [0.4, -0.2, 1.0], [0.1, -1.2, 1.7], [0.3, -0.9, 0.5], [-0.3, 0.0, -0.5], [0.2, -0.4, 0.2], [-0.2, 0.1, -0.2], [0.1, -0.1, -0.4], [0.8, -0.8, -1.1], [0.0, 0.0, 0.0], [0.1, 0.0, 0.0], [-0.1, 0.0, 0.0], [0.0, 0.0, 0.0], [0.1, 0.0, 0.0], [0.0, -0.1, 0.1], [0.0, 0.1, 0.1], [0.2, 0.1, 0.0], [1.3, 1.9, -1.0], [0.5, 0.4, -0.3], [0.2, 1.4, -0.2], [0.0, 0.0, 0.0], [0.0, 0.0, 0.0], [0.0, 0.0, 0.0], [0.0, 0.0, 0.0]]
}

***

No. 3
{
  "formula": "C21H12F11FeN8O2S2Se",
  "method": "ωB97M-V/def2-TZVPD",
  "charge": -1,
  "spin_multiplicity": 5,
  "homo_ev": [-3.75, -3.82],
  "symbols": ["Fe", "N", "C", "C", "N", "C", "C", "N", "C", "C", "N", "H", "H", "H", "H", "H", "H", "F", "C", "C", "F", "C", "F", "C", "S", "C", "F", "C", "F", "O", "S", "N", "Se", "N", "C", "C", "C", "C", "N", "C", "N", "H", "H", "H", "C", "C", "O", "C", "F", "F", "F", "C", "F", "F", "F", "H", "H", "H"],
  "coordinates": [[-0.033993, -1.156792, -0.686579], [-3.308217, 1.612517, -0.581441], [-2.389732, 2.641010, -0.449163], [-1.169436, 2.093729, -0.707893], [-1.319849, 0.756713, -0.972277], [-2.600396, 0.497764, -0.878372], [-3.038740, -0.876189, -1.028418], [-2.131711, -1.816872, -1.113612], [-2.801271, -3.010055, -1.164522], [-4.141305, -2.778254, -1.112957], [-4.284542, -1.401444, -1.045988], [-4.272391, 1.653042, -0.305848], [-2.689065, 3.642809, -0.198159], [-0.197664, 2.559257, -0.731529], [-2.258525, -3.937905, -1.230216], [-4.990638, -3.436744, -1.134451], [-5.144272, -0.912054, -0.877971], [1.649475, 7.956689, -1.940717], [1.793855, 6.750539, -1.359816], [0.980169, 6.379693, -0.307413], [0.035039, 7.232248, 0.132809], [1.131563, 5.135538, 0.273739], [0.289320, 4.826113, 1.275800], [2.097245, 4.212487, -0.144911], [2.235586, 2.649933, 0.598316], [2.899918, 4.629109, -1.210203], [3.852630, 3.825924, -1.691478], [2.752654, 5.865153, -1.811868], [3.544363, 6.222667, -2.836398], [1.362938, 1.911829, -2.437726], [2.222426, 1.087658, -1.563486], [1.657988, -0.143554, -0.951530], [-3.457243, -0.321842, 3.348622], [-2.096489, 0.041112, 4.432704], [-1.009958, -0.151507, 3.722934], [0.327366, 0.007616, 4.216780], [1.336356, -0.222873, 3.355956], [1.058251, -0.606486, 1.996500], [-0.129329, -0.770586, 1.495858], [-1.194339, -0.560518, 2.341328], [-2.438851, -0.711910, 1.954206], [0.488002, 0.304855, 5.243920], [2.367753, -0.110279, 3.657650], [1.876163, -0.743172, 1.294402], [2.627016, -3.444333, -0.342331], [1.248965, -3.986150, -0.743187], [0.364360, -3.035328, -1.108396], [0.669391, -4.774195, 0.459671], [-0.529566, -5.326688, 0.206671], [0.495994, -3.946263, 1.509196], [1.468685, -5.774308, 0.889565], [1.436234, -4.940174, -1.948966], [2.316195, -5.940513, -1.710150], [1.905476, -4.262091, -3.003048], [0.289177, -5.524181, -2.336052], [2.510469, -2.814702, 0.537286], [2.995002, -2.819911, -1.153366], [3.341491, -4.238104, -0.123495]],
  "atomic_forces_ev_per_a": [[0.5, 0.2, -0.7], [0.0, 0.0, 0.1], [0.0, 0.0, 0.0], [0.0, 0.1, 0.0], [-0.1, 0.0, 0.2], [0.0, 0.0, -0.1], [0.0, 0.1, 0.0], [-0.1, 0.1, 0.1], [0.0, 0.0, 0.0], [0.0, 0.0, 0.0], [0.0, -0.1, 0.2], [0.0, 0.0, -0.1], [0.0, 0.0, 0.0], [0.0, 0.0, 0.0], [0.0, 0.0, 0.0], [0.0, 0.0, 0.0], [0.0, 0.0, -0.1], [0.0, 0.0, 0.0], [0.0, 0.1, 0.0], [0.0, -0.1, 0.0], [0.0, 0.0, 0.0], [0.0, 0.1, -0.1], [0.0, 0.0, 0.0], [-0.2, -0.2, 0.3], [0.1, 0.5, 0.6], [-0.1, 0.1, -0.1], [0.0, 0.0, 0.0], [0.1, -0.1, 0.0], [0.0, 0.0, 0.0], [-0.1, 0.0, 0.2], [0.1, -0.7, -0.7], [-0.1, 0.0, 0.0], [-0.1, 0.0, 0.0], [0.0, -0.1, 0.0], [0.1, 0.0, 0.0], [0.0, 0.0, 0.0], [-0.1, 0.0, 0.0], [0.1, 0.1, -0.1], [-0.1, -0.1, 0.1], [0.0, 0.0, 0.1], [0.0, 0.0, -0.1], [0.0, 0.0, 0.0], [0.0, 0.0, -0.1], [0.0, 0.1, 0.0], [0.0, -0.1, 0.0], [0.1, 0.1, 0.0], [-0.3, -0.2, 0.1], [0.1, 0.0, -0.1], [0.0, 0.0, 0.0], [0.0, 0.0, 0.0], [0.0, 0.0, 0.0], [0.0, 0.0, 0.0], [0.0, 0.0, 0.0], [0.0, 0.0, 0.0], [0.0, 0.0, 0.0], [0.0, 0.0, 0.0], [0.0, 0.0, 0.0], [0.0, 0.0, 0.0]]
}

***

No. 4
{
  "formula": "C21H14BrCl2F6N2O6S3Tc",
  "method": "ωB97M-V/def2-TZVPD",
  "charge": 1,
  "spin_multiplicity": 2,
  "homo_ev": [-11.33, -11.31],
  "symbols": ["Tc", "F", "C", "F", "F", "S", "O", "O", "N", "S", "O", "O", "C", "F", "F", "F", "Cl", "C", "C", "C", "C", "C", "Cl", "C", "S", "H", "H", "H", "C", "C", "C", "C", "N", "C", "C", "H", "H", "H", "H", "H", "H", "H", "Br", "C", "C", "C", "C", "C", "C", "C", "O", "O", "H", "H", "H", "H"],
  "coordinates": [[0.115138, 0.394021, -0.370971], [-0.856930, 4.654806, 1.974808], [-1.105310, 3.642744, 2.778890], [-0.124943, 3.478008, 3.647289], [-2.257657, 3.795845, 3.393237], [-1.244652, 2.157386, 1.713196], [0.058317, 2.112433, 0.949126], [-2.411881, 2.320759, 0.897920], [-1.271134, 0.996512, 2.783781], [-1.622308, -0.452615, 2.255540], [-1.024793, -1.476434, 3.041078], [-1.439040, -0.499542, 0.762327], [-3.433820, -0.697918, 2.429544], [-4.088020, 0.214824, 1.744031], [-3.715167, -0.605227, 3.716220], [-3.703278, -1.906513, 1.973573], [1.802488, 1.433933, -1.632219], [0.992729, 2.319731, -2.911214], [1.778886, 3.023783, -3.773700], [1.144043, 3.707532, -4.802267], [-0.231528, 3.663743, -4.946077], [-1.002702, 2.940161, -4.053794], [-2.706786, 2.910836, -4.290266], [-0.393593, 2.245438, -2.992842], [-1.346249, 1.321375, -1.885845], [2.857419, 3.046066, -3.661096], [1.737795, 4.282523, -5.502446], [-0.718883, 4.187231, -5.757938], [4.201011, -2.038789, 3.973039], [3.272606, -1.466408, 2.933429], [2.287957, -2.251075, 2.344297], [1.450194, -1.709942, 1.399399], [1.536224, -0.416159, 1.004558], [2.490373, 0.351508, 1.573411], [3.357282, -0.136779, 2.522015], [4.675200, -2.950302, 3.604278], [3.639083, -2.308322, 4.870725], [4.977107, -1.330146, 4.254046], [2.163020, -3.291440, 2.627985], [0.688169, -2.307742, 0.916784], [2.542370, 1.385461, 1.253871], [4.104361, 0.525624, 2.941442], [-1.676463, -7.403256, -3.632314], [-1.261991, -5.595668, -3.315039], [-0.460839, -5.266015, -2.235504], [-0.165677, -3.932895, -1.999561], [-0.659730, -2.945755, -2.843395], [-1.462296, -3.292693, -3.923376], [-1.770634, -4.623170, -4.161950], [-0.394765, -1.511560, -2.583737], [-0.685946, -0.647177, -3.394823], [0.152945, -1.265444, -1.374270], [-0.079040, -6.043171, -1.586018], [0.457483, -3.656942, -1.158171], [-1.846276, -2.511504, -4.568465], [-2.402771, -4.905380, -4.994340]],
  "atomic_forces_ev_per_a": [[0.8, 0.5, 1.0], [0.0, 0.4, 0.0], [0.2, -0.5, 0.0], [0.0, 0.2, 0.1], [0.0, 0.2, 0.1], [-0.1, -0.7, -0.3], [-0.5, -0.1, -0.3], [0.4, 0.2, 0.1], [-0.2, 0.1, -0.2], [0.6, 0.2, -1.2], [0.0, 0.1, -0.1], [-0.5, -0.5, 1.4], [0.3, 0.1, 0.0], [-0.2, 0.0, 0.0], [-0.2, 0.0, 0.1], [-0.2, -0.1, 0.0], [0.5, 0.1, -0.3], [0.3, -0.3, 0.5], [0.3, 0.1, -0.1], [0.0, 0.2, -0.2], [-0.1, 0.1, -0.1], [-0.3, 0.2, -0.2], [0.2, -0.1, 0.2], [-0.5, -0.1, 0.3], [-0.5, 0.2, -0.8], [-0.1, 0.0, 0.0], [-0.1, 0.0, 0.0], [0.0, 0.0, 0.1], [-0.2, 0.1, -0.1], [0.2, 0.0, 0.2], [0.0, -0.2, 0.0], [0.0, 0.4, -0.2], [0.1, -0.4, 0.6], [-0.2, -0.2, -0.2], [0.1, 0.0, 0.1], [0.0, 0.1, 0.0], [0.0, 0.0, -0.1], [0.0, 0.0, 0.0], [0.0, 0.1, -0.1], [0.0, 0.1, 0.1], [-0.1, -0.1, 0.0], [0.0, 0.0, 0.0], [0.0, -0.1, 0.0], [-0.1, 0.0, -0.1], [0.2, 0.1, 0.2], [0.1, -0.2, 0.1], [0.1, 0.0, 0.1], [-0.1, -0.1, -0.2], [0.0, 0.2, -0.1], [0.7, -0.6, 1.1], [-0.2, 0.4, 0.4], [-0.9, 0.1, -1.6], [0.0, 0.1, 0.0], [0.0, 0.0, 0.0], [0.0, -0.1, 0.0], [0.0, 0.0, 0.1]]
}